No. 1
The following is a quantum chemistry calculation of a 4-piece molecular cluster, C26H55BIN5O9P overall in a non-equilibrium geometry, from the OMol25 dataset.

```
98
Properties=species:S:1:pos:R:3
I -0.822 -1.936 3.818
P 2.934 -1.002 -0.698
O -0.104 -0.418 1.383
O 1.447 5.379 2.774
O 1.638 -0.792 -1.424
O 1.834 -8.032 3.981
O -0.429 3.522 -2.769
O -1.046 1.803 -1.531
O -4.365 -4.680 3.780
O 1.117 3.592 4.371
O 0.189 5.064 -6.357
N 3.833 2.768 1.035
N -1.632 2.836 -6.313
N 1.550 -5.273 3.227
N -4.672 -1.925 3.013
N 3.392 2.641 2.266
C 2.077 3.284 -2.617
C 4.285 1.878 -1.196
C 0.769 5.318 -7.625
C -2.071 4.134 -6.838
C 3.260 4.160 -2.084
C -5.463 -5.210 4.505
C -5.345 -2.978 2.246
C -6.827 -2.987 2.611
C -2.104 4.065 -8.362
C -0.800 2.972 -1.554
C 1.552 -7.689 2.634
C -4.654 -4.342 2.431
C 3.698 1.701 0.255
C 0.732 -8.556 4.703
C -0.869 3.764 -0.215
C -0.612 -6.322 2.817
C 3.508 3.789 3.213
C 0.380 -0.956 2.312
C 0.808 4.238 -2.689
C 1.952 -0.995 2.492
C 2.606 0.286 1.923
C -1.213 5.288 -6.290
C 0.871 -6.321 2.454
C 3.095 0.392 0.522
C 2.844 1.489 2.679
C 4.535 3.364 -1.597
B 1.965 4.289 3.467
H -6.033 -4.406 4.975
H -1.118 -7.196 2.403
H 1.635 -5.610 4.184
H -2.252 5.057 -8.798
H 2.384 -1.858 1.933
H -2.929 3.432 -8.693
H -5.277 -2.723 1.184
H -0.779 -6.308 3.894
H 3.596 4.792 -2.950
H -5.065 -5.839 5.303
H 1.125 -9.188 5.500
H 2.237 -1.095 3.571
H -4.585 -2.259 3.972
H -1.100 -5.433 2.411
H 2.515 -5.207 2.910
H 0.285 6.153 -8.139
H 0.583 5.107 2.409
H 2.299 2.886 -3.641
H 1.819 5.570 -7.468
H 0.856 4.925 -1.798
H 0.941 -6.062 1.392
H -1.473 6.244 -6.762
H -3.709 -1.857 2.694
H -1.172 4.822 -0.374
H 1.782 2.435 -1.954
H -1.191 3.640 -8.781
H 5.301 1.391 -1.138
H 3.961 -0.945 -1.692
H 0.130 3.690 0.293
H -1.440 5.397 -5.225
H -3.682 -4.295 1.930
H -7.320 -2.103 2.202
H 5.037 3.977 -0.818
H -3.098 4.307 -6.502
H -7.328 -3.866 2.200
H 2.863 -2.265 -0.050
H 0.701 2.852 3.891
H 0.737 4.420 -8.245
H 4.006 3.476 4.162
H 5.247 3.337 -2.465
H -1.708 2.849 -5.298
H 0.985 -8.489 2.143
H 0.077 -9.162 4.071
H 2.532 1.464 3.750
H -0.630 2.765 -6.477
H -5.216 -5.147 1.943
H 2.525 -7.649 2.135
H 2.946 4.901 -1.302
H -6.993 -2.971 3.688
H 3.705 1.280 -1.932
H -6.115 -5.821 3.875
H 0.938 4.904 -3.578
H 4.033 4.620 2.696
H -1.580 3.207 0.440
H 0.166 -7.750 5.174
```

Values from the calculation:
Molecular weight ... 750.4 g mol⁻¹
Energy ... -2638.198666 Eh
LUMO energy ... -5.310 eV
Net charge ... +1
Kohn-Sham gap ... 5.13 eV

Löwdin charges, unit e, in atom order:
1 I 0.901
2 P 0.766
3 O 0.038
4 O 0.165
5 O -0.407
6 O -0.189
7 O -0.029
8 O 0.132
9 O -0.207
10 O 0.122
11 O -0.209
12 N 0.199
13 N 0.046
14 N 0.030
15 N 0.036
16 N -0.089
17 C -0.146
18 C -0.153
19 C -0.104
20 C -0.428
21 C -0.190
22 C -0.103
23 C -0.427
24 C -0.070
25 C -0.072
26 C -0.505
27 C -0.206
28 C -0.207
29 C -0.176
30 C -0.101
31 C 0.010
32 C -0.069
33 C 0.039
34 C -0.825
35 C -0.185
36 C -0.134
37 C -0.099
38 C -0.204
39 C -0.429
40 C -0.103
41 C 0.042
42 C -0.190
43 B -0.524
44 H 0.075
45 H 0.084
46 H 0.072
47 H 0.079
48 H 0.096
49 H 0.078
50 H 0.137
51 H 0.067
52 H 0.122
53 H 0.087
54 H 0.090
55 H 0.119
56 H 0.064
57 H 0.058
58 H 0.066
59 H 0.093
60 H 0.114
61 H 0.135
62 H 0.086
63 H 0.113
64 H 0.133
65 H 0.120
66 H 0.000
67 H 0.094
68 H 0.101
69 H 0.064
70 H 0.135
71 H 0.044
72 H 0.072
73 H 0.115
74 H 0.112
75 H 0.078
76 H 0.105
77 H 0.136
78 H 0.080
79 H 0.035
80 H 0.104
81 H 0.076
82 H 0.145
83 H 0.119
84 H 0.063
85 H 0.122
86 H 0.093
87 H 0.166
88 H 0.068
89 H 0.121
90 H 0.121
91 H 0.108
92 H 0.065
93 H 0.088
94 H 0.093
95 H 0.132
96 H 0.138
97 H 0.098
98 H 0.074

No. 2
The following is a quantum chemistry calculation of a 2-piece molecular cluster, C6H13N3 overall, from the OMol25 dataset.

```
22
Properties=species:S:1:pos:R:3
N -0.978 1.964 1.219
N 0.967 2.587 -1.367
N -0.808 1.355 -0.092
C 0.419 1.851 -0.653
C -0.716 -0.167 -0.148
C 1.761 -1.477 0.174
C 1.381 -0.049 0.518
C -1.523 -0.838 0.725
C -0.611 -0.607 -1.588
H 1.984 -1.590 -0.890
H -1.804 1.512 1.608
H -1.624 1.690 -0.640
H 1.174 0.048 1.588
H -1.783 -1.863 0.507
H 2.657 -1.796 0.719
H 2.196 0.626 0.256
H -1.698 -0.513 1.741
H 0.275 -0.214 -2.082
H -0.565 -1.694 -1.623
H -1.497 -0.293 -2.152
H 0.961 -2.178 0.430
H -0.169 1.647 1.752
```

Values from the calculation:
Molecular weight ... 127.2 g mol⁻¹
Energy ... -400.438166 Eh
ΔE to the lowest compared entry with this formula, charge and spin ... 159.9 kcal per mole
LUMO energy (spin up / spin down) ... 0.511 / 0.511 eV
Kohn-Sham gap (spin up / spin down) ... 7.45 / 7.45 eV

natural (NBO) charges, unit e, in atom order:
1 N -0.600
2 N -0.330
3 N -0.335
4 C 0.389
5 C 0.209
6 C -0.631
7 C -0.619
8 C -0.662
9 C -0.681
10 H 0.196
11 H 0.376
12 H 0.423
13 H 0.164
14 H 0.224
15 H 0.205
16 H 0.202
17 H 0.194
18 H 0.236
19 H 0.247
20 H 0.214
21 H 0.198
22 H 0.383

No. 3
The following is a quantum chemistry calculation of a 3-piece molecular cluster, C14H25N2O7 overall, from the OMol25 dataset.

```
48
Properties=species:S:1:pos:R:3
O 2.565 3.673 -3.944
O -1.481 -4.503 5.387
O -0.721 -3.233 3.816
O 1.926 2.351 -2.362
O 0.092 -0.465 0.350
O 0.335 -3.231 5.815
O 3.740 3.646 -2.011
N -2.684 0.509 -1.518
N -3.050 1.561 -0.818
C -5.298 0.921 -1.241
C 2.844 3.266 -2.712
C -4.883 -0.167 -1.981
C 2.131 1.781 -1.067
C -1.376 -5.052 6.707
C -4.345 1.766 -0.677
C -1.222 0.286 -1.615
C -0.782 -0.878 -0.695
C 1.540 -2.971 2.932
C 0.243 -2.296 3.321
C 4.756 4.007 -4.977
C -0.532 -3.624 5.082
C -3.508 -0.351 -2.105
C 3.475 4.648 -4.492
H -3.083 -1.178 -2.648
H -0.298 -1.668 -1.258
H -4.635 2.622 -0.091
H -1.317 -4.263 7.452
H 2.215 -2.254 2.465
H -2.276 -5.638 6.864
H -6.346 1.122 -1.088
H 3.667 5.425 -3.753
H -0.725 1.202 -1.331
H -0.495 -0.199 1.062
H -0.219 -1.852 2.442
H 2.035 -3.391 3.806
H 4.538 3.205 -5.682
H 5.319 3.581 -4.148
H 1.350 -3.785 2.231
H 0.407 -1.505 4.052
H 2.936 5.100 -5.322
H -0.988 0.082 -2.653
H -5.566 -0.856 -2.449
H 5.382 4.749 -5.471
H -1.671 -1.313 -0.236
H -0.502 -5.697 6.777
H 1.268 1.170 -0.854
H 2.222 2.550 -0.302
H 3.016 1.147 -1.062
```

Values from the calculation:
Molecular weight ... 333.4 g mol⁻¹
Energy ... -1184.378640 Eh
LUMO energy ... -5.164 eV
Net charge ... +1
Kohn-Sham gap ... 7.45 eV

natural (NBO) charges, unit e, in atom order:
1 O -0.496
2 O -0.494
3 O -0.505
4 O -0.517
5 O -0.686
6 O -0.637
7 O -0.631
8 N -0.054
9 N -0.134
10 C -0.135
11 C 0.981
12 C -0.169
13 C -0.258
14 C -0.258
15 C 0.041
16 C -0.267
17 C -0.086
18 C -0.640
19 C -0.064
20 C -0.640
21 C 0.980
22 C 0.079
23 C -0.072
24 H 0.255
25 H 0.214
26 H 0.250
27 H 0.200
28 H 0.220
29 H 0.199
30 H 0.262
31 H 0.199
32 H 0.272
33 H 0.475
34 H 0.162
35 H 0.235
36 H 0.212
37 H 0.226
38 H 0.210
39 H 0.199
40 H 0.193
41 H 0.240
42 H 0.268
43 H 0.226
44 H 0.175
45 H 0.194
46 H 0.177
47 H 0.203
48 H 0.198

No. 4
The following is a quantum chemistry calculation of C9H11O3 as an isolated structure in a non-equilibrium geometry, from the OMol25 dataset.

```
23
Properties=species:S:1:pos:R:3
O 2.966 0.933 4.174
O 1.102 -1.265 0.827
O 2.388 0.371 2.071
C -1.070 -0.001 -2.363
C 2.154 0.570 3.330
C -1.934 0.549 -3.468
C 0.452 -0.845 -0.214
C -0.666 -1.612 -0.648
C 0.731 0.299 3.776
C -0.038 0.822 -1.912
C -1.380 -1.234 -1.768
C 0.690 0.434 -0.799
H -2.375 -1.584 -2.054
H 1.888 -0.613 1.409
H 0.480 0.459 4.815
H -1.651 1.520 -3.862
H -0.648 -2.514 -0.049
H 0.030 1.849 -2.243
H 1.443 1.136 -0.456
H 0.059 0.828 3.116
H 0.492 -0.750 3.646
H -2.957 0.868 -3.115
H -2.155 -0.221 -4.214
```

Values from the calculation:
Molecular weight ... 167.2 g mol⁻¹
Energy ... -575.326538 Eh
ΔE to the lowest compared entry with this formula, charge and spin ... 20.0 kcal per mole
LUMO energy ... 3.332 eV
Net charge ... -1
Kohn-Sham gap ... 7.45 eV

natural (NBO) charges, unit e, in atom order:
1 O -0.694
2 O -0.752
3 O -0.795
4 C -0.108
5 C 0.794
6 C -0.621
7 C 0.361
8 C -0.303
9 C -0.737
10 C -0.198
11 C -0.220
12 C -0.303
13 H 0.195
14 H 0.520
15 H 0.200
16 H 0.208
17 H 0.217
18 H 0.190
19 H 0.221
20 H 0.215
21 H 0.220
22 H 0.188
23 H 0.202

No. 5
The following is a quantum chemistry calculation of a 2-piece molecular cluster, C5H13NO overall in a non-equilibrium geometry, from the OMol25 dataset.

```
20
Properties=species:S:1:pos:R:3
O 2.216 -2.538 1.636
N -0.428 -0.447 -0.134
C 0.628 1.632 0.212
C 0.822 0.212 -0.419
C -0.891 -1.507 -1.052
C -1.503 0.501 0.217
C -0.902 1.858 -0.091
H -2.447 0.099 -0.136
H 1.019 0.258 -1.495
H 1.745 -0.205 0.012
H -1.534 -2.232 -0.576
H -1.062 2.197 -1.115
H -1.296 -1.047 -1.963
H 3.065 -2.103 1.435
H -1.304 2.518 0.686
H 1.536 -1.880 1.679
H 1.160 2.479 -0.182
H 0.754 1.577 1.300
H -1.666 0.590 1.281
H 0.091 -1.962 -1.295
```

Values from the calculation:
Molecular weight ... 103.2 g mol⁻¹
Energy ... -327.970030 Eh
ΔE to the lowest compared entry with this formula, charge and spin ... 28.4 kcal per mole
LUMO energy (spin up / spin down) ... -2.949 / -7.521 eV
2S+1 ... 2
Net charge ... +1
Kohn-Sham gap (spin up / spin down) ... 11.94 / 7.36 eV

natural (NBO) charges, unit e, in atom order:
1 O -0.925
2 N 0.049
3 C -0.402
4 C -0.307
5 C -0.457
6 C -0.281
7 C -0.401
8 H 0.255
9 H 0.264
10 H 0.275
11 H 0.265
12 H 0.235
13 H 0.260
14 H 0.479
15 H 0.249
16 H 0.451
17 H 0.261
18 H 0.222
19 H 0.270
20 H 0.240

No. 6
The following is a quantum chemistry calculation of C37H45N5Pd as an isolated structure in a non-equilibrium geometry, from the OMol25 dataset.

```
88
Properties=species:S:1:pos:R:3
Pd 0.002 -0.082 -0.184
N 2.026 -0.017 -0.130
N 0.002 1.376 -1.592
N 0.021 -3.187 -1.182
N -2.021 -0.023 -0.127
N 0.003 -1.349 1.401
C -0.676 3.014 -3.066
C -1.087 -1.901 1.994
C 2.399 1.623 -1.888
C -5.694 2.427 -0.669
C -2.115 -2.688 5.108
C 1.097 -1.871 2.016
C -2.203 5.011 -2.893
C 2.831 0.698 -0.953
C -1.614 3.923 -3.797
C 2.406 -1.621 1.661
C -5.391 1.066 -1.304
C -1.591 -3.558 3.961
C -1.091 1.976 -2.131
C 4.221 0.380 -0.687
C -0.671 -2.805 3.051
C 0.676 3.007 -3.076
C 2.834 -0.778 0.654
C 1.092 1.965 -2.146
C -2.397 -1.665 1.630
C 5.394 1.036 -1.346
C -5.389 -1.240 0.937
C 2.223 4.989 -2.921
C 4.222 -0.534 0.316
C 1.606 -3.559 3.959
C 2.037 -4.887 3.330
C -5.631 -2.626 0.331
C 5.715 2.403 -0.734
C -4.217 -0.545 0.315
C -2.828 -0.800 0.643
C 5.394 -1.221 0.945
C 0.015 -2.098 -1.608
C -2.398 1.642 -1.862
C 0.684 -2.782 3.069
C -4.217 0.390 -0.666
C 1.613 3.907 -3.818
C 5.619 -2.625 0.375
C -2.827 0.708 -0.934
H 6.489 -3.102 0.830
H -6.500 -3.107 0.783
H 6.550 2.881 -1.249
H -1.064 -4.421 4.371
H -2.738 4.573 -2.049
H -6.281 -0.625 0.805
H 4.748 -3.260 0.550
H -4.765 -3.272 0.480
H 6.291 -0.618 0.787
H -6.269 0.422 -1.217
H -3.160 -2.206 2.175
H 5.249 -1.284 2.026
H 2.764 4.546 -2.084
H 1.167 -5.515 3.128
H -5.942 2.308 0.387
H 5.975 2.298 0.320
H -5.234 -1.333 2.015
H 2.916 5.619 -3.482
H 0.023 -3.946 -0.532
H 1.078 4.382 -4.641
H 5.779 -2.578 -0.704
H -2.897 5.647 -3.445
H -2.436 -3.954 3.390
H 4.851 3.068 -0.795
H -1.288 -2.322 5.718
H -1.410 5.642 -2.488
H 2.710 -5.439 3.988
H -1.085 4.394 -4.627
H -5.209 1.193 -2.375
H 3.172 -2.141 2.223
H -2.793 -3.250 5.752
H -6.532 2.917 -1.167
H 2.551 -4.717 2.382
H 2.490 -2.958 4.186
H 2.413 3.313 -4.269
H 6.267 0.386 -1.258
H 5.201 1.149 -2.416
H 1.109 -3.749 4.912
H -2.650 -1.818 4.722
H 1.440 5.628 -2.507
H 3.161 2.133 -2.464
H -5.802 -2.548 -0.744
H -4.826 3.086 -0.730
H -2.425 3.337 -4.239
H -3.162 2.162 -2.425
```

Values from the calculation:
Molecular weight ... 666.2 g mol⁻¹
Energy ... -1838.629589 Eh
ΔE to the lowest compared entry with this formula, charge and spin ... 4.5 kcal per mole
LUMO energy ... -0.596 eV
Kohn-Sham gap ... 5.94 eV

Löwdin charges, unit e, in atom order:
1 Pd 0.979
2 N 0.001
3 N 0.006
4 N 0.072
5 N 0.001
6 N -0.007
7 C -0.127
8 C -0.235
9 C 0.052
10 C -0.084
11 C -0.085
12 C -0.233
13 C -0.082
14 C -0.219
15 C -0.189
16 C 0.050
17 C -0.193
18 C -0.196
19 C -0.218
20 C -0.129
21 C -0.137
22 C -0.127
23 C -0.224
24 C -0.218
25 C 0.049
26 C -0.193
27 C -0.194
28 C -0.082
29 C -0.132
30 C -0.194
31 C -0.086
32 C -0.087
33 C -0.084
34 C -0.132
35 C -0.224
36 C -0.193
37 C -0.085
38 C 0.052
39 C -0.135
40 C -0.130
41 C -0.189
42 C -0.085
43 C -0.219
44 H 0.070
45 H 0.070
46 H 0.071
47 H 0.104
48 H 0.062
49 H 0.104
50 H 0.065
51 H 0.069
52 H 0.104
53 H 0.105
54 H 0.105
55 H 0.108
56 H 0.062
57 H 0.073
58 H 0.077
59 H 0.077
60 H 0.107
61 H 0.071
62 H 0.073
63 H 0.101
64 H 0.078
65 H 0.071
66 H 0.107
67 H 0.064
68 H 0.076
69 H 0.072
70 H 0.071
71 H 0.101
72 H 0.109
73 H 0.105
74 H 0.070
75 H 0.071
76 H 0.066
77 H 0.107
78 H 0.110
79 H 0.105
80 H 0.109
81 H 0.106
82 H 0.071
83 H 0.072
84 H 0.106
85 H 0.077
86 H 0.064
87 H 0.110
88 H 0.106